Below is the molecule C4H6S3 in a non-equilibrium geometry, with properties calculated with wB97M-V/def2-TZVPD.

SMILES: CSC(=S)CC=S
Energy above the lowest of the compared OMol25 structures with the same formula, charge and spin: 0.7121 eV
HOMO: -8.60 eV
Gap between HOMO and LUMO: 8.0580 eV
Max |F|: 2.0 eV/Å
LUMO: -0.540 eV

XYZ file:
```
13
Properties=species:S:1:pos:R:3:mulliken_charge:R:1
S -0.533 2.006 -0.273 -0.238
S -0.916 -0.936 0.060 0.022
S 2.886 0.081 -1.060 -0.192
C 0.032 0.547 0.236 0.176
C 1.272 0.415 1.098 -0.571
C 2.330 -0.397 0.335 -0.116
C -2.266 -0.473 -0.994 -0.988
H -2.989 -1.287 -1.102 0.333
H 0.936 -0.176 1.991 0.262
H -2.875 0.269 -0.525 0.360
H -2.069 -0.102 -1.982 0.357
H 1.632 1.428 1.371 0.331
H 2.562 -1.374 0.845 0.265
```



Below is a structure of composition C4H7AuO in a non-equilibrium geometry, with properties calculated with wB97M-V/def2-TZVPD.

Energy above the lowest of the compared OMol25 structures with the same formula, charge and spin: 0.0000 eV
Charge: +2
HOMO (alpha / beta): -17.23 / -20.94 eV
Spin multiplicity: 3
Gap between HOMO and LUMO (alpha / beta): 6.4685 / 7.2006 eV
Max |F|: 18.5 eV/Å
LUMO (alpha / beta): -10.766 / -13.741 eV

XYZ file:
```
13
Properties=species:S:1:pos:R:3:mulliken_charge:R:1
Au -1.579 -0.407 2.659 0.676
O -0.373 -0.730 1.669 -0.183
C 1.562 -0.018 -0.190 -0.663
C -0.030 -0.566 0.404 0.609
C -0.999 -0.348 -0.697 -0.371
C -0.251 0.961 -0.394 -0.485
H 0.026 1.491 -1.311 0.393
H -0.730 -0.810 -1.652 0.252
H -2.049 -0.373 -0.393 0.288
H -0.791 1.625 0.296 0.266
H 1.819 0.013 -1.259 0.406
H 1.344 -1.303 0.195 0.416
H 2.052 0.463 0.674 0.395
```



Below is the molecule C4H7Br in a non-equilibrium geometry, with properties calculated with wB97M-V/def2-TZVPD.

SMILES: C=C(C)CBr
Energy above the lowest of the compared OMol25 structures with the same formula, charge and spin: 1.7951 eV
HOMO: -9.20 eV
Gap between HOMO and LUMO: 8.5184 eV
Max |F|: 6.4 eV/Å
LUMO: -0.678 eV

XYZ file:
```
12
Properties=species:S:1:pos:R:3:mulliken_charge:R:1
Br -2.626 0.269 -1.266 -0.222
C 0.762 -1.290 -0.141 -1.139
C 0.101 0.167 0.056 1.002
C 1.009 1.285 -0.004 -0.791
C -1.237 0.318 0.525 -1.016
H 2.027 1.005 -0.419 0.234
H -0.076 -1.893 0.144 0.353
H -1.708 1.240 0.978 0.366
H 0.989 -1.339 -1.198 0.328
H 1.736 -1.537 0.353 0.325
H -1.764 -0.610 0.748 0.283
H 0.788 2.385 0.225 0.278
```



Below is the molecule C4H7Br in a non-equilibrium geometry, with properties calculated with wB97M-V/def2-TZVPD.

Energy above the lowest of the compared OMol25 structures with the same formula, charge and spin: 1.3893 eV
HOMO (alpha / beta): -4.94 / -10.33 eV
Spin multiplicity: 3
Gap between HOMO and LUMO (alpha / beta): 5.9910 / 6.7974 eV
Max |F|: 4.5 eV/Å
LUMO (alpha / beta): 1.051 / -3.537 eV

XYZ file:
```
12
Properties=species:S:1:pos:R:3:mulliken_charge:R:1
Br 2.375 -0.019 0.038 -0.104
C 0.371 -0.029 0.065 0.710
C -0.377 1.087 0.712 -0.626
C -0.065 -1.492 0.060 -1.123
C -0.101 1.053 -0.798 -0.612
H 0.643 1.865 -1.240 0.249
H -0.522 -1.929 -0.962 0.236
H -0.943 0.795 -1.528 0.214
H 0.101 1.892 1.341 0.200
H 0.742 -2.172 0.217 0.379
H -0.866 -1.811 0.892 0.249
H -1.357 0.759 1.203 0.227
```